1.
20
Properties=species:S:1:pos:R:3 method="wB97M-V/def2-TZVPD" de_lowest_kcal_mol=25.15 gap_ev="10.6 / 2.5" lumo_ev="-3.21 / -11.13" total_charge=+1 spin_multiplicity=2 mol_weight_g_mol=94.2 total_energy_ev=-8458.559 fmax_ev_per_a=2.76
C -3.06 -0.16 -1.25
C -2.42 -0.61 0.14
C -0.94 -0.51 -0.17
C -0.11 -1.19 0.97
H -2.42 0.55 -1.78
H -4.11 0.20 -1.19
H -3.19 -1.01 -1.93
H -2.75 -1.64 0.34
H -2.64 0.05 0.97
H -0.57 0.51 -0.33
H -0.76 -1.11 -1.05
H -0.29 -0.76 1.96
H 0.93 -1.32 0.65
H -0.50 -2.21 1.04
H 3.38 0.80 -0.25
H 4.14 1.80 -1.21
O 3.97 0.87 -1.02
H 0.99 1.71 0.96
H 1.48 0.35 1.43
O 1.77 1.26 1.29

---

2.
22
Properties=species:S:1:pos:R:3 method="wB97M-V/def2-TZVPD" de_lowest_kcal_mol=47.55 gap_ev=9.5 lumo_ev=0.50 smiles=C[Si@@H](O)O[Si](C)(C)C mol_weight_g_mol=150.3 total_energy_ev=-24227.065 fmax_ev_per_a=4.93
C -3.03 -1.28 0.38
Si -2.37 0.12 -0.70
O -2.22 1.70 -0.36
O -0.44 -0.81 -0.78
Si 0.88 -0.05 -0.18
C 2.37 -1.18 -0.72
C 1.09 1.84 -0.69
C 1.00 -0.08 1.81
H -3.25 -1.06 1.44
H -3.95 -1.70 0.14
H -2.17 -1.99 0.49
H -2.84 0.14 -2.11
H -1.54 2.24 0.03
H 2.87 -1.59 0.07
H 1.82 -2.00 -1.23
H 2.91 -0.68 -1.52
H 1.99 1.86 -1.25
H 0.17 2.12 -1.15
H 1.16 2.31 0.20
H 1.90 -0.58 1.83
H 0.84 0.93 2.12
H 0.29 -0.79 2.22

---

3.
21
Properties=species:S:1:pos:R:3 method="wB97M-V/def2-TZVPD" de_lowest_kcal_mol=24.90 gap_ev=9.7 lumo_ev=0.57 smiles="C/C=C/C.O.O.O" mol_weight_g_mol=110.2 total_energy_ev=-10516.849 fmax_ev_per_a=2.00
C 1.04 -1.17 -0.93
C 0.55 0.14 -1.48
C -0.56 0.81 -1.13
C -1.05 1.97 -1.93
H 1.55 -1.16 0.03
H 1.72 -1.59 -1.68
H 0.27 -1.94 -0.88
H 1.11 0.50 -2.33
H -0.96 0.58 -0.15
H -0.29 2.55 -2.44
H -1.77 1.67 -2.69
H -1.56 2.68 -1.28
O 0.45 -1.09 2.90
H 0.26 -1.19 3.83
H 0.31 -0.18 2.61
O 1.14 1.45 1.55
H 1.59 0.66 1.85
H 1.07 1.33 0.59
O -1.67 -1.86 0.83
H -1.01 -1.62 1.48
H -2.21 -2.53 1.26

---

4.
21
Properties=species:S:1:pos:R:3 method="wB97M-V/def2-TZVPD" de_lowest_kcal_mol=15.29 gap_ev=10.3 lumo_ev=0.57 smiles="C=C(C)C.O.O.O" mol_weight_g_mol=110.2 total_energy_ev=-10517.266 fmax_ev_per_a=0.79
C -2.56 -0.26 -0.66
C -1.53 0.58 -0.55
C -0.54 0.70 -1.67
C -1.34 1.49 0.64
H -3.31 -0.33 0.13
H -2.70 -0.82 -1.57
H -0.78 1.54 -2.32
H -0.54 -0.19 -2.30
H 0.48 0.82 -1.31
H -2.21 2.15 0.73
H -0.46 2.10 0.48
H -1.32 0.91 1.56
O -0.05 -1.81 0.98
H 0.41 -2.37 0.34
H -0.81 -1.43 0.52
O 1.69 0.60 1.51
H 1.29 -0.28 1.37
H 1.91 0.62 2.44
O 3.16 -0.87 -0.74
H 2.89 -0.47 0.09
H 2.44 -0.83 -1.37

---

5.
21
Properties=species:S:1:pos:R:3 method="wB97M-V/def2-TZVPD" de_lowest_kcal_mol=40.85 gap_ev=9.4 lumo_ev=0.58 smiles="C/C=C/C.O.O.O" mol_weight_g_mol=110.2 total_energy_ev=-10516.158 fmax_ev_per_a=2.16
C -3.15 -1.09 -1.79
C -2.83 -0.58 -0.43
C -1.61 -0.77 0.06
C -1.24 -0.86 1.53
H -3.14 -0.35 -2.60
H -2.49 -1.92 -2.05
H -4.18 -1.49 -1.74
H -3.56 -0.02 0.15
H -0.84 -1.26 -0.53
H -0.24 -1.19 1.79
H -1.74 -1.86 1.74
H -1.61 -0.07 2.16
O 4.17 3.46 -0.25
H 4.71 4.02 -0.81
H 4.23 3.84 0.62
O 1.69 -2.61 1.35
H 0.84 -2.48 0.92
H 2.21 -1.87 1.03
O 1.19 1.61 -0.56
H 1.73 2.25 -0.06
H 0.65 2.18 -1.10

---

6.
21
Properties=species:S:1:pos:R:3 method="wB97M-V/def2-TZVPD" de_lowest_kcal_mol=26.37 gap_ev="7.8 / 4.4" lumo_ev="-5.37 / -8.76" total_charge=+1 spin_multiplicity=2 mol_weight_g_mol=110.2 total_energy_ev=-10507.420 fmax_ev_per_a=1.61
C -0.23 3.02 0.30
C 0.33 2.29 1.49
C 1.68 2.54 1.81
C -0.67 1.59 2.26
H 0.44 3.82 0.01
H -0.31 2.42 -0.61
H -1.14 3.51 0.61
H 2.08 2.48 2.81
H 2.25 3.08 1.11
H -0.31 0.95 3.06
H -1.23 2.35 2.82
H -1.46 1.13 1.65
H 2.05 -2.16 -3.38
H 2.84 -3.19 -4.28
O 2.01 -2.74 -4.15
H 0.51 -0.14 -1.70
H 0.36 -1.30 -2.64
O 1.03 -0.83 -2.12
H -2.72 -6.08 0.01
H -4.18 -6.30 0.28
O -3.32 -6.43 0.68

---

7.
22
Properties=species:S:1:pos:R:3 method="wB97M-V/def2-TZVPD" de_lowest_kcal_mol=18.84 gap_ev=9.2 lumo_ev=0.37 smiles=OCCCCS.O.O mol_weight_g_mol=142.2 total_energy_ev=-21352.036 fmax_ev_per_a=1.34
O -0.09 -2.77 -0.68
C 0.81 -1.87 -0.06
C 0.39 -0.40 -0.29
C 1.42 0.54 0.40
C 0.80 1.85 0.82
S 1.69 2.52 2.28
H -0.92 -2.81 -0.19
H 0.88 -1.98 1.04
H 1.81 -2.14 -0.36
H -0.65 -0.38 0.11
H 0.30 -0.25 -1.38
H 2.29 0.70 -0.23
H 1.96 -0.04 1.16
H 0.91 2.60 0.05
H -0.25 1.78 1.07
H 1.39 1.42 2.96
O -2.35 1.92 0.02
H -1.77 1.42 -0.56
H -2.92 1.25 0.43
O -1.75 -0.84 -1.93
H -2.34 -0.72 -2.68
H -1.58 -1.80 -1.98

---

8.
22
Properties=species:S:1:pos:R:3 method="wB97M-V/def2-TZVPD" de_lowest_kcal_mol=153.66 gap_ev=5.5 lumo_ev=-4.93 mol_weight_g_mol=142.2 total_energy_ev=-21346.189 fmax_ev_per_a=5.80
C -2.42 -2.35 -1.59
O -2.97 -3.65 -1.25
C -1.13 -2.20 -0.71
C -0.39 -0.87 -0.98
C -0.14 -0.22 0.37
S 1.55 1.80 1.98
H -3.11 -1.60 -1.28
H -2.11 -2.29 -2.68
H -3.85 -3.79 -1.67
H -1.32 -2.37 0.34
H -0.40 -3.05 -1.05
H 0.49 -0.96 -1.64
H -1.04 -0.18 -1.49
H 0.37 -0.98 1.03
H -1.04 0.10 0.86
H 0.53 0.58 0.46
H 2.26 3.54 -0.13
H 3.02 4.47 -1.04
O 3.00 4.18 -0.15
H 2.26 3.59 3.68
H 3.04 2.76 3.21
O 3.39 3.51 3.73

---

9.
22
Properties=species:S:1:pos:R:3 method="wB97M-V/def2-TZVPD" de_lowest_kcal_mol=26.95 gap_ev=9.5 lumo_ev=0.42 smiles="C/C=C(/C)O.O.O.O" mol_weight_g_mol=126.2 total_energy_ev=-12563.859 fmax_ev_per_a=2.38
C -2.67 1.10 -1.60
C -1.32 0.63 -2.19
C -0.11 0.97 -1.74
C 1.07 0.09 -2.08
O 0.09 1.87 -0.71
H -3.40 1.16 -2.40
H -2.59 2.00 -0.98
H -3.00 0.40 -0.83
H -1.54 -0.30 -2.68
H 1.79 -0.04 -1.27
H 1.69 0.63 -2.81
H 0.83 -0.91 -2.43
H -0.75 2.35 -0.70
O -1.21 -3.65 1.49
H -1.07 -3.04 2.21
H -1.36 -3.04 0.75
O 0.92 -0.47 1.22
H 1.60 -0.92 0.72
H 0.70 0.26 0.62
O 3.86 0.28 5.07
H 3.11 0.10 4.49
H 3.36 0.51 5.87

---

10.
22
Properties=species:S:1:pos:R:3 method="wB97M-V/def2-TZVPD" de_lowest_kcal_mol=16.79 gap_ev=10.9 lumo_ev=0.46 smiles=C[C@H](O)CCO.O.O mol_weight_g_mol=126.2 total_energy_ev=-12564.300 fmax_ev_per_a=1.49
C -0.64 1.82 1.82
C -0.14 1.66 0.40
O -1.09 0.83 -0.27
C 1.27 1.01 0.32
C 1.84 0.98 -1.06
O 1.27 0.00 -1.92
H -1.64 1.40 1.96
H -0.70 2.86 2.14
H -0.12 1.28 2.61
H -0.11 2.62 -0.12
H -1.13 0.86 -1.22
H 1.89 1.61 1.00
H 1.18 -0.05 0.60
H 1.73 1.92 -1.64
H 2.92 0.83 -1.07
H 0.54 -0.53 -1.57
O -1.52 -1.62 1.13
H -1.40 -1.09 0.31
H -0.94 -1.11 1.72
O -0.57 -3.84 -0.64
H -1.05 -3.64 0.20
H -0.22 -3.01 -0.93

---

11.
22
Properties=species:S:1:pos:R:3 method="wB97M-V/def2-TZVPD" de_lowest_kcal_mol=84.30 gap_ev="6.7 / 6.6" lumo_ev="-7.43 / -7.52" total_charge=+1 spin_multiplicity=2 mol_weight_g_mol=126.2 total_energy_ev=-12552.081 fmax_ev_per_a=4.04
C -0.73 0.80 -2.31
C -2.57 0.52 1.10
O 1.57 0.95 -0.41
C -1.91 0.94 -0.08
C -1.69 0.29 -1.27
H -0.24 1.69 -1.89
H 0.08 0.07 -2.53
H -1.19 1.02 -3.20
H -3.05 -0.43 1.06
H -2.84 1.28 1.85
H 1.05 0.84 0.41
H -1.53 1.93 0.02
H -2.15 -0.75 -1.33
H -0.73 0.06 1.68
H 2.36 0.30 -0.29
O 0.20 0.05 1.97
H 4.15 -0.89 0.65
H 2.40 -1.65 0.69
O 3.30 -0.93 0.14
H 0.50 -0.84 1.78
H 1.49 -3.06 0.84
O 1.50 -2.18 1.12

---

12.
21
Properties=species:S:1:pos:R:3 method="wB97M-V/def2-TZVPD" de_lowest_kcal_mol=96.76 gap_ev=7.3 lumo_ev=-0.16 mol_weight_g_mol=134.3 total_energy_ev=-22175.777 fmax_ev_per_a=3.74
C 2.09 0.61 -1.52
C -2.14 1.33 -1.43
C -2.00 -1.26 0.08
C 1.89 -1.25 2.25
O 1.87 -0.22 -0.42
Si -1.93 0.63 0.29
Si 1.32 0.26 1.16
H 1.13 0.67 -2.03
H 2.83 0.17 -2.08
H 2.31 1.67 -1.26
H -1.55 2.25 -1.41
H -1.86 0.69 -2.18
H -3.13 1.61 -1.68
H -2.88 -1.67 -0.45
H -1.10 -1.62 -0.52
H -2.13 -1.74 1.03
H 1.78 -2.21 1.68
H 3.00 -1.17 2.38
H 1.42 -1.14 3.24
H -2.97 0.93 1.28
H 2.04 1.48 1.60

---

13.
24
Properties=species:S:1:pos:R:3 method="wB97M-V/def2-TZVPD" de_lowest_kcal_mol=94.25 gap_ev=9.0 lumo_ev=-3.20 total_charge=+1 mol_weight_g_mol=168.7 total_energy_ev=-29252.143 fmax_ev_per_a=4.46
C -0.85 -0.69 -2.00
C -0.24 -2.43 1.26
C 3.12 1.43 0.78
C -0.60 -0.97 -0.60
N -0.67 -2.07 -0.10
N -3.03 0.47 0.18
N 2.83 0.46 -0.34
Si -3.92 1.82 0.31
Cl -0.09 0.65 0.33
H -1.13 0.32 -2.29
H 0.19 -0.72 -2.45
H -1.51 -1.50 -2.41
H 0.85 -2.03 1.28
H -0.80 -1.95 1.99
H -0.20 -3.48 1.27
H 2.74 2.34 0.35
H 2.60 1.11 1.72
H 4.15 1.45 0.94
H 1.75 0.41 -0.18
H -2.77 -0.33 0.71
H 3.27 -0.39 -0.33
H 2.94 0.77 -1.25
H -4.08 2.76 -0.70
H -4.55 2.58 1.51

---

14.
34
Properties=species:S:1:pos:R:3 method="wB97M-V/def2-TZVPD" de_lowest_kcal_mol=0.00 gap_ev=4.8 lumo_ev=7.00 total_charge=-3 mol_weight_g_mol=380.8 total_energy_ev=-94712.496 fmax_ev_per_a=1.25
Cu 0.43 0.01 -0.87
S 1.20 2.43 -3.18
O 0.86 3.85 -3.50
O 0.81 1.53 -4.25
O 2.68 2.32 -2.90
O 0.53 2.08 -1.86
S -1.70 -1.84 -1.93
O -1.98 -3.23 -1.44
O -2.13 -0.86 -0.89
O -0.19 -1.73 -2.08
O -2.41 -1.61 -3.20
C -1.68 0.36 3.26
C -0.59 0.07 2.21
C -0.51 -1.42 1.97
O 0.41 -1.63 0.94
C 0.46 -2.99 0.51
N -0.86 0.78 0.95
H -2.59 -0.19 3.02
H -1.89 1.42 3.36
H -1.33 0.06 4.27
H 0.34 0.44 2.66
H -1.48 -1.87 1.72
H -0.15 -1.91 2.90
H -0.24 -3.14 -0.32
H 0.26 -3.68 1.34
H 1.47 -3.18 0.14
H -1.63 0.28 0.47
H -1.26 1.68 1.23
O 2.76 0.38 -1.05
H 3.61 -0.03 -1.22
H 2.68 1.09 -1.76
O 1.33 3.46 0.25
H 1.71 4.20 -0.22
H 1.07 2.86 -0.51

---

15.
21
Properties=species:S:1:pos:R:3 method="wB97M-V/def2-TZVPD" de_lowest_kcal_mol=32.11 gap_ev=9.2 lumo_ev=-3.26 total_charge=+1 mol_weight_g_mol=91.2 total_energy_ev=-7364.351 fmax_ev_per_a=0.68
C 1.69 -0.03 1.37
N 0.95 -1.26 1.30
C 1.14 -2.09 0.14
H 2.73 -0.20 1.62
H 1.68 0.55 0.44
H 1.30 0.60 2.17
H 0.05 -1.29 1.75
H 1.01 -1.55 -0.81
H 0.41 -2.90 0.14
H 2.13 -2.54 0.17
C -0.53 0.95 -1.85
N -0.98 0.47 -0.49
C -2.00 1.37 0.13
H 0.01 0.16 -2.35
H -1.41 1.26 -2.40
H 0.10 1.82 -1.69
H -0.18 0.38 0.13
H -1.37 -0.47 -0.59
H -1.63 2.39 0.12
H -2.18 1.07 1.16
H -2.92 1.32 -0.44

---

16.
22
Properties=species:S:1:pos:R:3 method="wB97M-V/def2-TZVPD" de_lowest_kcal_mol=6.56 gap_ev=11.3 lumo_ev=-2.76 total_charge=+1 mol_weight_g_mol=107.2 total_energy_ev=-9413.378 fmax_ev_per_a=1.28
C 0.23 -1.20 2.29
C -0.04 -0.47 1.00
C 0.64 -1.20 -0.16
C 0.34 -0.64 -1.53
N 0.96 0.72 -1.63
N 0.53 0.93 1.05
H 1.31 -1.29 2.53
H -0.21 -0.73 3.17
H -0.08 -2.24 2.26
H -1.10 -0.31 0.89
H 0.41 -2.26 -0.13
H 1.72 -1.15 0.04
H 0.74 -1.26 -2.32
H -0.73 -0.55 -1.65
H 1.86 0.64 -2.08
H 0.40 1.33 -2.22
H -0.24 1.60 1.08
H 1.11 1.05 1.88
H 1.05 1.10 0.16
H -2.50 0.60 -1.36
H -2.76 2.07 -1.08
O -2.25 1.30 -0.75

---

17.
22
Properties=species:S:1:pos:R:3 method="wB97M-V/def2-TZVPD" de_lowest_kcal_mol=25.53 gap_ev=9.8 lumo_ev=-3.23 total_charge=+1 mol_weight_g_mol=107.2 total_energy_ev=-9412.555 fmax_ev_per_a=1.91
C 0.22 1.07 -0.29
C 0.95 -0.21 0.07
C 0.17 -1.51 -0.28
C -0.15 -1.51 -1.81
N 0.95 -1.11 -2.68
N -0.95 1.35 0.64
H -0.20 1.06 -1.29
H 0.92 1.89 -0.11
H 1.87 -0.22 -0.53
H 1.35 -0.26 1.09
H -0.61 -1.67 0.46
H 0.78 -2.42 -0.23
H -0.55 -2.52 -1.97
H -0.99 -0.85 -2.03
H 1.70 -1.80 -2.68
H 0.53 -1.24 -3.60
H -1.52 0.51 0.59
H -0.56 1.52 1.57
H -1.59 2.13 0.47
H -0.62 2.71 4.20
H -0.94 1.25 4.58
O -0.77 1.84 3.84

---

18.
22
Properties=species:S:1:pos:R:3 method="wB97M-V/def2-TZVPD" de_lowest_kcal_mol=15.89 gap_ev=11.6 lumo_ev=-2.66 total_charge=+1 mol_weight_g_mol=107.2 total_energy_ev=-9412.973 fmax_ev_per_a=1.11
C 1.29 -1.84 -0.14
N 0.31 -2.93 -0.21
C 0.63 -0.58 0.41
N -0.71 -0.38 -0.20
C -0.74 0.54 -1.38
C -0.43 1.98 -1.02
H 2.13 -2.01 0.54
H 1.76 -1.61 -1.09
H 0.55 -3.65 0.46
H 0.38 -3.37 -1.12
H 0.52 -0.59 1.49
H 1.29 0.28 0.31
H -1.07 -1.31 -0.47
H -1.33 -0.04 0.53
H -1.72 0.47 -1.83
H 0.01 0.16 -2.08
H 0.58 2.11 -0.65
H -0.43 2.55 -1.94
H -1.16 2.41 -0.33
H -1.40 2.68 3.01
H 0.13 2.83 3.02
O -0.59 2.29 2.69

---

19.
22
Properties=species:S:1:pos:R:3 method="wB97M-V/def2-TZVPD" de_lowest_kcal_mol=33.09 gap_ev=9.6 lumo_ev=-3.13 total_charge=+1 mol_weight_g_mol=107.2 total_energy_ev=-9412.227 fmax_ev_per_a=3.10
N -1.81 0.66 0.13
C -0.94 1.11 1.35
C 0.49 0.73 1.08
N 0.49 -0.72 0.78
C 1.59 -1.11 -0.10
C 2.66 -2.12 0.56
H -2.69 1.18 0.15
H -2.08 -0.31 0.28
H -1.36 0.87 -0.77
H -1.09 2.19 1.24
H -1.41 0.70 2.24
H 1.17 1.04 1.88
H 0.79 1.21 0.14
H 0.40 -1.30 1.60
H 2.21 -0.29 -0.46
H 1.26 -1.65 -1.00
H 2.06 -2.83 1.11
H 3.11 -2.55 -0.32
H 3.32 -1.50 1.18
H -2.56 0.85 -3.59
H -1.12 1.42 -3.49
O -1.93 1.24 -2.99

---

20.
22
Properties=species:S:1:pos:R:3 method="wB97M-V/def2-TZVPD" de_lowest_kcal_mol=26.06 gap_ev=10.8 lumo_ev=-2.95 total_charge=+1 mol_weight_g_mol=107.2 total_energy_ev=-9412.532 fmax_ev_per_a=0.86
C 0.78 1.43 1.27
N 1.57 0.82 0.15
C 2.01 1.82 -0.85
H 0.48 0.67 1.98
H 1.40 2.19 1.73
H -0.12 1.85 0.83
H 1.00 0.07 -0.34
H 2.38 0.35 0.55
H 1.18 2.13 -1.49
H 2.76 1.35 -1.48
H 2.36 2.72 -0.36
C -1.94 -1.20 0.50
O -2.51 -2.27 1.23
C -1.02 -1.83 -0.53
N -0.29 -0.78 -1.28
H -2.69 -0.58 0.01
H -1.34 -0.58 1.19
H -3.11 -1.89 1.89
H -0.33 -2.50 -0.02
H -1.64 -2.44 -1.18
H -1.00 -0.15 -1.65
H 0.08 -1.19 -2.14